This record from OMol25 describes an isolated ion of composition C3H2ClN4O and charge -1 in a non-equilibrium geometry. The level of theory is ωB97M-V/def2-TZVPD.

XYZ file:
```
11
Properties=species:S:1:pos:R:3
O -0.0824 1.8687 1.6495
C 0.2115 1.0245 0.8400
N 0.8281 1.2260 -0.3059
C 0.9105 0.3579 -1.3078
N 0.1153 -0.6102 -1.6530
C -0.7550 -1.1564 -0.7147
N -0.9870 -1.0158 0.5358
N -0.0672 -0.3457 1.2612
Cl -0.4809 -0.4407 3.1007
H 1.7521 0.7511 -2.0052
H -1.4450 -1.6594 -1.4005
```

Summary:
2S+1 ... 1
HOMO-LUMO gap ... 7.6815 eV
Net charge ... -1
SMILES ... [O-]C1=NC=NC=NN1Cl
E ... -23672.6379 eV
Energy above the lowest of the compared OMol25 structures with the same formula, charge and spin ... 0.000 eV